No. 1
{"formula": "C3H7ClOS", "method": "ωB97M-V/def2-TZVPD", "symbols": ["C", "C", "C", "O", "S", "Cl", "H", "H", "H", "H", "H", "H", "H"], "coordinates": [[-0.84423, 0.00026, -1.34785], [0.50943, 0.27181, -0.89549], [0.43958, 0.38378, 1.00613], [-0.83090, 0.47732, 1.43131], [1.28776, -1.05983, 1.78384], [1.30489, 1.89038, 1.62083], [-1.62945, 0.71032, -1.14985], [-1.26972, -0.98927, -1.02687], [-0.97939, -0.18484, -2.44874], [1.16823, 1.08792, -1.26181], [1.04804, -0.75124, -1.05510], [-0.98069, 0.12563, 2.34695], [0.77644, -1.96223, 0.99665]], "gap_ha": 0.37338, "total_energy_ev": -28628.056}

***

No. 2
{"formula": "C17H20N2NdSSi", "method": "ωB97M-V/def2-TZVPD", "symbols": ["Nd", "N", "H", "H", "H", "S", "C", "N", "C", "C", "C", "C", "H", "H", "H", "H", "H", "C", "C", "C", "C", "C", "C", "Si", "C", "C", "C", "C", "C", "C", "H", "H", "H", "H", "H", "H", "H", "H", "H", "H", "H", "H"], "coordinates": [[0.87139, 1.76424, 2.04453], [-0.42762, 3.70171, 2.63318], [-1.00934, 4.00052, 1.81884], [0.20663, 4.48579, 2.90489], [-1.05597, 3.47765, 3.43678], [3.35248, 2.55538, 1.17875], [3.14578, 1.79327, -0.29499], [2.55984, 2.47466, -1.34100], [2.34950, 1.93175, -2.58428], [2.71811, 0.67118, -2.84242], [3.34019, -0.12007, -1.80676], [3.55584, 0.38902, -0.58450], [2.27499, 3.43150, -1.16055], [1.87882, 2.56893, -3.32556], [2.56041, 0.22460, -3.81823], [3.62866, -1.13873, -2.04417], [4.02090, -0.18910, 0.20470], [-5.04016, -0.22734, 0.85939], [-4.63554, 0.46700, -0.27789], [-3.27557, 0.62179, -0.55903], [-2.29837, 0.08252, 0.29635], [-2.72538, -0.61631, 1.43983], [-4.08624, -0.76942, 1.71683], [-0.47516, 0.30357, -0.07844], [0.19320, -1.44170, -0.21456], [1.22024, -1.88317, 0.63879], [1.72193, -3.18364, 0.53897], [1.20728, -4.06109, -0.41214], [0.19060, -3.64032, -1.26543], [-0.31308, -2.34076, -1.16992], [-6.09795, -0.34870, 1.07566], [-5.37889, 0.88856, -0.94940], [-2.99090, 1.16875, -1.45701], [-2.00508, -1.06062, 2.12538], [-4.40012, -1.31648, 2.60199], [-0.29779, 1.01648, -1.35229], [1.64585, -1.22365, 1.39331], [2.51565, -3.51141, 1.20506], [1.59739, -5.07228, -0.48797], [-0.21468, -4.32405, -2.00674], [-1.11217, -2.04235, -1.84752], [1.08434, 0.49230, 3.76755]], "s2": 3.761, "total_charge": 1, "multiplicity": 4, "gap_ha": [0.23414, 0.23177], "total_energy_ev": -54915.889}

***

No. 3
{"formula": "C6H16NO", "method": "ωB97M-V/def2-TZVPD", "symbols": ["C", "C", "C", "C", "C", "C", "N", "H", "H", "H", "H", "H", "H", "H", "H", "H", "H", "H", "H", "H", "H", "H", "H", "O"], "coordinates": [[-0.65103, -1.81532, 1.58711], [0.20601, -0.69115, 1.00464], [-0.67419, 0.22671, 0.17754], [-1.09701, -0.29876, -1.18016], [-0.27380, -0.09237, -2.24233], [-0.69959, -0.64648, -3.56763], [0.91464, 0.11480, 2.06195], [-0.85147, -1.54403, 2.69359], [-1.74949, -1.98568, 1.23423], [-0.12456, -2.73957, 1.57839], [0.95070, -1.04386, 0.23279], [-0.25853, 1.24656, -0.02599], [-1.55325, 0.57847, 0.67392], [-2.09885, -0.71389, -1.29389], [0.72094, 0.42994, -2.01736], [0.23909, -0.95393, -4.25460], [-1.57978, -0.13031, -4.28080], [-1.19289, -1.62207, -3.35557], [0.18057, 0.62915, 2.62078], [1.41806, 0.86901, 1.57846], [1.56125, -0.32409, 2.65546], [1.08395, 3.35553, 1.40633], [2.57357, 2.63351, 1.54669], [1.67699, 2.55199, 1.23738]], "total_charge": 1, "gap_ha": 0.33311, "total_energy_ev": -10010.924}

***

No. 4
{"formula": "C4H12NO2", "method": "ωB97M-V/def2-TZVPD", "symbols": ["C", "C", "C", "C", "O", "N", "H", "H", "H", "H", "H", "H", "H", "H", "H", "H", "H", "H", "O"], "coordinates": [[-0.00004, 0.92363, 0.28842], [-0.26133, -0.50629, 0.67884], [-0.07107, -1.72216, -0.30062], [-1.19313, -1.88166, -1.36331], [-1.88975, -0.87062, -1.64183], [-1.37592, 1.52536, -0.32347], [0.75645, 0.97235, -0.45131], [0.16306, 1.63429, 1.20113], [-1.35750, -0.51942, 1.12446], [0.50634, -0.70650, 1.37403], [0.14148, -2.66267, 0.25453], [0.86447, -1.40911, -0.85241], [-1.48623, -2.78465, -1.80344], [-1.79908, 0.77412, -0.87043], [-2.07050, 1.73797, 0.37899], [-1.16933, 2.34175, -0.86890], [3.59397, 1.50946, 1.62936], [3.62857, 0.55173, 0.48100], [3.01956, 1.09243, 1.06497]], "total_charge": 1, "gap_ha": 0.41155, "total_energy_ev": -9920.347}

***

No. 5
{"formula": "C35H24GeO2S7V", "method": "ωB97M-V/def2-TZVPD", "symbols": ["V", "O", "C", "S", "C", "C", "S", "S", "S", "O", "C", "C", "C", "C", "C", "S", "C", "C", "C", "C", "S", "C", "C", "C", "C", "S", "H", "H", "H", "H", "H", "H", "H", "H", "H", "C", "Ge", "C", "C", "C", "C", "C", "C", "C", "C", "C", "C", "C", "C", "C", "C", "C", "C", "C", "C", "H", "H", "H", "H", "H", "H", "H", "H", "H", "H", "H", "H", "H", "H", "H"], "coordinates": [[0.07136, -0.16362, 0.05038], [2.52635, -4.82936, -4.37569], [2.06346, -3.94355, -3.67950], [3.00456, -2.60479, -3.02871], [1.70259, -1.79760, -2.16749], [0.48050, -2.35123, -2.26060], [-0.96469, -1.73742, -1.49626], [0.36623, -3.80784, -3.24392], [2.07220, -0.35525, -1.25104], [0.12657, 0.03265, 1.90942], [1.10317, -0.73931, 2.53550], [1.30270, -2.08440, 1.80411], [2.40469, -2.62018, 1.21102], [2.16378, -3.90537, 0.64159], [0.88501, -4.32900, 0.84505], [-0.02196, -3.18625, 1.72504], [0.69158, -1.05567, 3.97609], [1.05551, -2.08023, 4.79167], [0.50694, -1.95987, 6.10715], [-0.26708, -0.84933, 6.24417], [-0.32972, 0.04620, 4.79064], [2.42119, 0.05360, 2.57375], [2.72540, 1.11241, 1.78513], [4.03292, 1.63774, 2.03004], [4.69051, 0.96751, 3.01352], [3.73197, -0.30564, 3.64544], [3.34003, -2.08470, 1.12521], [2.89712, -4.45718, 0.06558], [0.40989, -5.22491, 0.47024], [1.68343, -2.89879, 4.45708], [0.67180, -2.67953, 6.90144], [-0.82130, -0.51967, 7.11338], [2.02493, 1.51311, 1.05827], [4.44852, 2.47790, 1.48245], [5.68421, 1.14607, 3.40690], [-0.43832, 1.34163, -0.61515], [0.08721, 2.43297, -2.04894], [-1.01082, 3.99982, -2.57986], [-0.55795, 4.80896, -3.62951], [-1.28415, 5.91825, -4.04976], [-2.48680, 6.24135, -3.42387], [-2.95196, 5.44960, -2.38155], [-2.21729, 4.33931, -1.96599], [0.13258, 1.40665, -3.73998], [-1.12235, 1.00597, -4.21198], [-1.25064, 0.12767, -5.28242], [-0.11638, -0.37544, -5.90891], [1.13932, 0.01239, -5.46087], [1.25956, 0.89347, -4.38892], [1.77568, 3.36493, -1.58642], [1.67881, 4.29320, -0.54053], [2.79468, 4.97302, -0.06378], [4.04654, 4.73620, -0.62550], [4.16698, 3.81247, -1.65494], [3.04329, 3.13349, -2.12550], [0.37878, 4.56221, -4.12695], [-0.91642, 6.53159, -4.86549], [-3.05671, 7.10424, -3.74968], [-3.88839, 5.69573, -1.89195], [-2.58512, 3.72132, -1.14945], [-2.01838, 1.35874, -3.70792], [-2.23512, -0.19070, -5.60588], [-0.20997, -1.08750, -6.72143], [2.03033, -0.39940, -5.92208], [2.25139, 1.13738, -4.03136], [0.71074, 4.47100, -0.07875], [2.69154, 5.67757, 0.75452], [4.92136, 5.25789, -0.25279], [5.14078, 3.60483, -2.08520], [3.17231, 2.39270, -2.90480]], "s2": 0.903, "total_charge": -2, "multiplicity": 2, "gap_ha": [0.17135, 0.17777], "total_energy_ev": -198830.331}

***

No. 6
{"formula": "C32H32AlF5O17P", "method": "ωB97M-V/def2-TZVPD", "symbols": ["C", "C", "O", "C", "Al", "C", "C", "O", "C", "P", "O", "O", "O", "C", "F", "F", "C", "C", "C", "C", "C", "C", "F", "F", "F", "C", "H", "H", "H", "H", "H", "H", "H", "H", "H", "H", "H", "H", "H", "H", "H", "H", "H", "H", "H", "H", "C", "C", "C", "O", "C", "C", "C", "O", "O", "O", "H", "H", "H", "H", "C", "C", "C", "O", "C", "C", "C", "O", "O", "O", "H", "H", "H", "H", "C", "C", "C", "O", "C", "C", "C", "O", "O", "O", "H", "H", "H", "H"], "coordinates": [[-2.93676, -3.30634, 0.47459], [-3.00994, -2.49042, 1.85579], [-1.98153, -2.84394, 2.82110], [-3.03616, -0.89443, 1.70344], [-1.80121, -0.12850, 0.26518], [-2.83260, -0.09708, -1.50605], [-2.24842, -1.05639, -2.65714], [-1.19307, -0.40696, -3.45586], [-1.47645, 1.86488, 0.78421], [-1.42154, 3.02976, -0.67993], [-2.82616, 3.64976, -0.89717], [-0.75071, 2.35518, -2.09004], [-0.35881, 4.32892, -0.22932], [0.05979, -0.98902, 0.16836], [0.07624, -2.41431, -0.03438], [0.71786, -0.41476, -1.01789], [1.03475, -0.58410, 1.40211], [2.56396, -0.35855, 1.09331], [3.51509, 0.02474, 2.27698], [2.99231, 0.19835, 3.73944], [1.49023, 0.00666, 4.03387], [0.79563, 0.17017, 5.45925], [0.25881, -1.11532, 5.80593], [-0.32907, 1.04923, 5.31447], [1.64580, 0.68849, 6.46535], [0.55214, -0.40201, 2.85609], [-3.80024, -4.07045, 0.37755], [-2.97215, -2.66621, -0.46730], [-1.96163, -3.93031, 0.51561], [-4.01841, -2.78534, 2.35085], [-1.61405, -3.73624, 2.62921], [-4.11032, -0.50875, 1.50256], [-2.73045, -0.46981, 2.73953], [-3.89301, -0.50440, -1.26211], [-2.99229, 0.93931, -1.95639], [-3.09151, -1.32205, -3.40531], [-1.81833, -2.05058, -2.28145], [-0.43404, -1.02372, -3.42346], [-2.25280, 2.14496, 1.58228], [-0.45461, 1.86068, 1.32708], [-0.84489, 3.07115, -2.77109], [0.34748, 3.96032, 0.34701], [3.02562, -0.46203, 0.06263], [4.62401, 0.18463, 2.05252], [3.67947, 0.47334, 4.60602], [-0.56473, -0.56913, 3.05490], [0.54056, 9.05990, -0.62586], [0.55705, 7.81519, -1.11479], [1.54011, 7.40543, -2.16022], [1.54170, 6.25933, -2.57161], [2.47553, 8.42017, -2.65942], [2.45453, 9.66201, -2.17229], [1.49076, 10.06419, -1.10843], [1.51466, 11.20595, -0.67490], [3.31542, 10.61557, -2.62807], [-0.31912, 6.87578, -0.67829], [-0.16472, 9.37012, 0.13339], [3.17146, 8.11587, -3.42973], [3.10072, 11.42199, -2.11966], [-0.10477, 6.06118, -1.17869], [-3.13783, -6.94412, 2.29371], [-3.99150, -7.91377, 2.62890], [-3.73150, -8.81067, 3.79116], [-4.54301, -9.67421, 4.07979], [-2.48940, -8.61554, 4.54589], [-1.63404, -7.64797, 4.20856], [-1.90783, -6.73425, 3.06336], [-1.11278, -5.85026, 2.79550], [-0.47619, -7.45635, 4.89797], [-5.13689, -8.12306, 1.92259], [-3.31558, -6.28480, 1.45398], [-2.30402, -9.28396, 5.37588], [-0.03621, -6.69991, 4.46183], [-5.57928, -8.87470, 2.36278], [4.88021, -0.36605, -3.71451], [3.58665, -0.46502, -3.39458], [2.51696, -0.24902, -4.41112], [1.34767, -0.36506, -4.09403], [2.92751, 0.10490, -5.77517], [4.21947, 0.20674, -6.09166], [5.28822, -0.03606, -5.08242], [6.46044, 0.04834, -5.41372], [4.61524, 0.53719, -7.35384], [3.19586, -0.76794, -2.12953], [5.66609, -0.52246, -2.98767], [2.14239, 0.27641, -6.49933], [5.59179, 0.54408, -7.32535], [2.21325, -0.78199, -2.14957]], "total_charge": -1, "gap_ha": 0.19437, "total_energy_ev": -97981.577}

***

Question: Which formula does entry 5 have?
Answer: C35H24GeO2S7V